Formula: C30H43BrCoN2P2
Source: the OMol25 dataset
Level of theory: ωB97M-V with the def2-TZVPD basis set

Positions of all 79 atoms, in Å:
C: 1.2449 -2.0317 4.3399
C: 2.0141 -1.4922 3.2747
C: 3.2911 -2.0185 2.9644
C: 3.8910 -2.7468 3.9856
N: 3.2137 -3.0766 5.0759
C: 1.9317 -2.8140 5.2566
C: 1.4790 -0.2209 2.8574
C: 0.4879 0.5081 2.6103
C: 0.1382 1.9380 2.5689
C: -0.7915 2.3449 1.5377
C: -0.7541 3.6135 0.9979
C: 0.2316 4.4883 1.3776
C: 0.9462 4.2678 2.5826
C: 0.9030 2.9754 3.2016
Co: -1.4004 1.4077 -0.6149
P: -0.6489 -1.3923 -0.2123
H: 3.8584 -1.6275 2.0960
H: 0.2774 -1.5434 4.5696
H: 4.9494 -3.0062 3.9368
H: 1.4044 -3.1457 6.1485
H: 1.5588 2.7621 4.0645
H: -1.5789 1.6557 1.1496
H: 1.5631 5.1195 2.9489
H: -1.3907 3.8933 0.1708
C: -1.4892 -2.1715 -1.7003
C: -1.2451 -3.6619 -1.9678
H: -1.1398 -1.5933 -2.5753
H: -2.5654 -1.9457 -1.6202
H: -1.8029 -4.0123 -2.8507
H: -0.1856 -3.8732 -2.1567
H: -1.5467 -4.2677 -1.1065
C: 1.0406 -2.2300 -0.1606
C: 1.3259 -3.5603 0.5633
H: 1.6363 -1.4418 0.3227
H: 1.4116 -2.3132 -1.1936
H: 2.3647 -3.8758 0.3598
H: 1.2489 -3.4821 1.6576
H: 0.6830 -4.3877 0.2341
C: -1.3666 -1.9321 1.4126
C: -1.9283 -3.3447 1.5647
H: -2.1445 -1.1858 1.6361
H: -0.5851 -1.7423 2.1627
H: -2.3878 -3.4739 2.5574
H: -2.6968 -3.5551 0.8153
H: -1.1412 -4.1037 1.4751
Br: 0.6724 6.0230 0.2003
P: 1.0445 1.1401 -2.1677
C: 1.5899 -0.3208 -3.1183
C: 1.8326 -0.3925 -4.6219
H: 0.8378 -1.0902 -2.8900
H: 2.5062 -0.6585 -2.6040
H: 1.9389 -1.4528 -4.9201
H: 1.0137 0.0384 -5.2122
H: 2.7519 0.1188 -4.9334
C: -0.0863 2.2529 -3.0732
C: 0.3531 3.4546 -3.8978
H: -0.7729 2.6335 -2.2713
H: -0.7169 1.5859 -3.6835
H: -0.5388 3.9937 -4.2598
H: 0.9682 4.1625 -3.3278
H: 0.9303 3.1539 -4.7763
C: 2.6100 1.7837 -1.4824
C: 3.8796 2.0196 -2.3077
H: 2.8657 1.0379 -0.7022
H: 2.3330 2.6783 -0.9115
H: 4.6038 2.5763 -1.6951
H: 4.3676 1.0898 -2.6237
H: 3.6902 2.6044 -3.2095
C: -5.9715 1.5239 0.2561
C: -5.2118 1.5065 1.4347
C: -3.8716 1.1796 1.3440
N: -3.3012 0.9622 0.1163
C: -4.0235 0.9549 -1.0422
C: -5.3847 1.2343 -1.0023
H: -7.0337 1.6990 0.3070
H: -5.6052 1.7165 2.4451
H: -3.2097 1.1467 2.2275
H: -3.4550 0.7543 -1.9630
H: -5.9122 1.1858 -1.9526

Forces on atoms 1 to 3 (eV/Å):
C 0.533 1.255 -0.023
C 0.003 0.059 0.713
C -0.218 1.551 0.093

Summary:
Spin multiplicity ... 4
Lowest unoccupied orbital energy (spin up / spin down) ... -5.92 / -7.74 eV
Expectation value of S² ... 3.77
Energy above the lowest of the compared OMol25 structures with the same formula, charge and spin ... 114.3 kcal per mole
Net charge ... +2
Energy ... -161015.067 eV
HOMO level (spin up / spin down) ... -13.674 / -13.690 eV